A structure of composition C61H49P3PtSi. Source: OMol25; level of theory: ωB97M-V with the def2-TZVPD basis set.

Each line ends with the Mulliken charge.
Atoms and positions in Å:
Pt1 0.10 0.99 0.23  1.12
C1 -4.61 -0.02 3.68  -0.81
C2 -3.58 -0.04 4.62  -0.84
C3 -2.26 -0.04 4.20  -0.66
C4 -1.95 -0.03 2.84  0.66
C5 -2.98 -0.01 1.91  0.44
C6 -4.30 0.01 2.33  -1.19
P1 -0.22 -0.03 2.25  1.42
C7 0.64 0.64 3.72  0.31
C8 1.38 -0.11 4.63  0.04
C9 1.97 0.51 5.73  -0.91
C10 1.83 1.88 5.92  -0.63
C11 1.11 2.63 5.00  -0.67
C12 0.53 2.02 3.90  -0.42
C13 0.27 -1.79 2.15  0.24
C14 0.05 -2.69 3.18  -0.43
C15 0.48 -4.01 3.06  -0.85
C16 1.12 -4.42 1.90  -1.16
C17 1.30 -3.53 0.85  -0.29
C18 0.87 -2.21 0.95  0.07
Si1 0.92 -0.96 -0.49  1.16
C19 2.75 -0.47 -0.77  0.04
C20 3.68 -1.45 -1.14  0.17
C21 5.02 -1.17 -1.32  -0.85
C22 5.48 0.13 -1.12  -1.02
C23 4.59 1.11 -0.74  -0.23
C24 3.23 0.83 -0.56  -0.85
P2 2.15 2.18 0.10  2.09
C25 3.19 2.65 1.54  0.61
C26 3.52 1.61 2.42  -0.10
C27 4.28 1.86 3.55  -0.65
C28 4.71 3.15 3.83  -0.74
C29 4.38 4.18 2.97  -0.63
C30 3.63 3.94 1.82  -0.76
C31 2.36 3.57 -1.06  0.59
C32 3.01 3.50 -2.28  -0.66
C33 3.06 4.61 -3.12  -0.81
C34 2.48 5.80 -2.73  -0.60
C35 1.80 5.88 -1.52  -0.90
C36 1.72 4.77 -0.70  -0.61
C37 0.36 -1.86 -2.07  0.06
C38 1.18 -1.82 -3.20  -0.16
C39 0.85 -2.51 -4.36  -1.04
C40 -0.31 -3.26 -4.41  -0.81
C41 -1.15 -3.28 -3.31  -0.09
C42 -0.84 -2.58 -2.15  -0.17
P3 -2.03 -2.49 -0.75  1.36
C43 -2.74 -4.19 -0.76  0.07
C44 -3.83 -4.60 -1.53  -0.36
C45 -4.28 -5.91 -1.47  -0.77
C46 -3.65 -6.83 -0.65  -0.55
C47 -2.57 -6.43 0.12  -0.55
C48 -2.12 -5.12 0.08  -0.32
C49 -3.41 -1.55 -1.51  0.70
C50 -3.32 -0.83 -2.70  -0.76
C51 -4.40 -0.08 -3.16  -0.46
C52 -5.58 -0.04 -2.44  -0.73
C53 -5.69 -0.76 -1.25  -0.77
C54 -4.60 -1.49 -0.79  -0.63
H1 -5.64 -0.01 4.00  0.41
H2 -3.81 -0.05 5.67  0.44
H3 -1.47 -0.03 4.94  0.52
H4 -2.74 -0.01 0.85  -0.19
H5 -5.09 0.04 1.59  0.55
H6 1.51 -1.17 4.49  0.37
H7 2.54 -0.08 6.43  0.42
H8 2.29 2.36 6.77  0.38
H9 1.02 3.70 5.13  0.45
H10 -0.01 2.61 3.17  0.35
H11 -0.46 -2.37 4.08  0.60
H12 0.30 -4.71 3.87  0.41
H13 1.45 -5.44 1.80  0.42
H14 1.75 -3.88 -0.07  0.27
H15 3.34 -2.47 -1.30  0.27
H16 5.71 -1.95 -1.61  0.44
H17 6.53 0.37 -1.26  0.41
H18 4.95 2.12 -0.55  0.53
H19 3.18 0.60 2.21  0.12
H20 4.53 1.04 4.21  0.46
H21 5.30 3.35 4.71  0.41
H22 4.72 5.19 3.17  0.43
H23 3.40 4.75 1.15  0.40
H24 3.48 2.57 -2.59  0.32
H25 3.57 4.53 -4.07  0.42
H26 2.53 6.67 -3.38  0.38
H27 1.31 6.80 -1.23  0.43
H28 1.14 4.81 0.21  0.52
H29 2.10 -1.25 -3.18  0.50
H30 1.51 -2.46 -5.22  0.43
H31 -0.57 -3.81 -5.31  0.41
H32 -2.07 -3.85 -3.36  0.44
H33 -4.34 -3.88 -2.17  0.43
H34 -5.13 -6.21 -2.07  0.41
H35 -4.00 -7.85 -0.61  0.38
H36 -2.08 -7.14 0.78  0.44
H37 -1.29 -4.80 0.70  0.14
H38 -2.41 -0.85 -3.29  0.07
H39 -4.31 0.48 -4.08  0.43
H40 -6.42 0.54 -2.80  0.38
H41 -6.61 -0.74 -0.68  0.47
H42 -4.69 -2.04 0.14  0.73
C55 -0.44 1.29 -1.81  -2.07
C56 -1.07 2.63 -1.72  0.38
C57 -0.79 3.66 -2.63  -0.44
C58 -1.38 4.90 -2.50  -0.65
C59 -2.24 5.17 -1.44  -0.50
C60 -2.52 4.17 -0.52  -1.09
C61 -1.95 2.91 -0.67  0.19
H43 0.35 1.24 -2.57  0.56
H44 -1.17 0.52 -2.04  0.32
H45 -0.10 3.47 -3.44  0.43
H46 -1.16 5.68 -3.22  0.44
H47 -2.70 6.14 -1.34  0.41
H48 -3.20 4.35 0.30  0.46
H49 -2.22 2.11 0.02  0.22

Total charge   0

=====

A cluster of 2 separate species, C2H6O3 in total in a non-equilibrium geometry. Source: OMol25; level of theory: ωB97M-V with the def2-TZVPD basis set.

Each line ends with the natural charge from an NBO analysis.
Atoms and positions in Å:
C1 -0.51 0.23 0.15  -0.71
C2 0.58 0.11 -0.79  0.76
O1 1.67 -0.23 -0.40  -0.62
O2 0.36 0.45 -1.99  -0.67
H1 -0.11 -0.40 1.06  0.23
H2 -0.43 1.35 0.45  0.26
H3 -1.62 0.01 -0.18  0.23
H4 1.10 0.25 -2.68  0.51
O3 -1.55 -0.43 2.51  -0.92
H5 -0.91 -1.08 2.13  0.47
H6 -2.35 -0.50 2.07  0.46

Total charge   0

=====

The molecule C20H20N2O4 in a non-equilibrium geometry. Source: OMol25; level of theory: ωB97M-V with the def2-TZVPD basis set.

Each line ends with the natural charge from an NBO analysis.
Atoms and positions in Å:
C1 3.81 2.63 -4.89  -0.64
C2 2.78 3.26 -3.95  -0.06
O1 3.05 3.00 -2.59  -0.50
C3 2.79 1.77 -2.07  0.28
C4 3.21 1.57 -0.76  -0.25
C5 2.99 0.37 -0.11  -0.24
C6 2.34 -0.67 -0.77  0.25
O2 2.08 -1.91 -0.24  -0.49
C7 2.44 -2.17 1.09  -0.11
C8 1.70 -1.33 2.08  0.27
C9 2.07 -0.82 3.30  -0.32
C10 0.95 -0.12 3.79  -0.22
C11 -0.03 -0.25 2.84  0.15
C12 -1.40 0.29 2.82  0.63
O3 -1.88 0.91 3.75  -0.61
N1 -2.07 0.03 1.67  -0.60
C13 -3.45 0.41 1.48  -0.25
C14 -4.35 -0.78 1.28  -0.08
C15 -5.45 -0.71 0.44  -0.16
C16 -6.26 -1.83 0.30  -0.25
C17 -5.94 -2.97 1.01  0.03
N2 -4.89 -3.05 1.81  -0.41
C18 -4.13 -1.98 1.95  0.04
O4 0.43 -0.99 1.80  -0.40
C19 1.91 -0.47 -2.08  -0.23
C20 2.13 0.73 -2.73  -0.29
H1 3.80 1.55 -4.80  0.21
H2 3.59 2.91 -5.91  0.21
H3 4.81 2.99 -4.63  0.22
H4 2.83 4.35 -4.03  0.19
H5 1.77 2.95 -4.22  0.17
H6 3.71 2.38 -0.25  0.22
H7 3.34 0.26 0.90  0.22
H8 3.52 -2.04 1.25  0.19
H9 2.19 -3.23 1.23  0.22
H10 3.02 -0.94 3.78  0.23
H11 0.86 0.40 4.72  0.24
H12 -1.62 -0.52 0.95  0.41
H13 -3.73 0.95 2.39  0.25
H14 -3.53 1.09 0.63  0.20
H15 -5.67 0.20 -0.10  0.21
H16 -7.13 -1.81 -0.35  0.22
H17 -6.53 -3.87 0.93  0.19
H18 -3.29 -2.09 2.63  0.20
H19 1.41 -1.28 -2.59  0.22
H20 1.78 0.84 -3.74  0.22

Total charge   0

=====

A structure of composition C41H42FeP2S in a non-equilibrium geometry. Source: OMol25; level of theory: ωB97M-V with the def2-TZVPD basis set.

Each line ends with the Löwdin spin population.
Atoms and positions in Å:
Fe1 2.18 -1.99 -2.11  3.59
C1 0.19 1.72 -1.17  0.00
C2 0.83 1.45 -2.30  0.00
C3 2.21 2.01 -2.38  0.00
C4 3.37 1.08 -1.93  0.00
C5 3.42 0.66 -0.49  0.00
C6 2.76 1.15 0.58  0.00
C7 2.06 2.43 0.79  0.00
C8 0.78 2.67 -0.17  0.00
C9 0.91 -3.45 -2.59  0.11
H1 -0.65 1.08 -0.84  0.00
H2 0.25 1.13 -3.17  0.00
H3 2.28 2.96 -1.76  0.00
H4 2.36 2.35 -3.43  0.00
H5 3.38 0.17 -2.60  0.00
H6 4.33 1.61 -2.14  0.00
H7 4.21 -0.05 -0.22  0.00
H8 2.53 0.42 1.37  0.00
H9 2.75 3.35 0.86  0.00
H10 1.57 2.42 1.82  0.00
H11 -0.09 2.75 0.50  0.00
H12 0.93 3.60 -0.74  0.00
H13 -0.11 -3.24 -2.16  0.01
H14 1.41 -4.12 -1.88  0.03
H15 0.88 -3.94 -3.59  0.01
P1 4.34 -3.24 -6.45  0.00
P2 5.91 -3.91 -4.30  0.00
C10 5.69 -2.00 -6.16  0.00
C11 6.61 -2.46 -5.24  0.00
C12 4.31 -3.63 -8.26  0.00
C13 5.03 -2.90 -9.20  0.00
C14 4.86 -3.10 -10.56  0.00
C15 4.03 -4.14 -10.98  0.00
C16 3.31 -4.90 -10.08  0.00
C17 3.45 -4.64 -8.72  0.00
C18 2.87 -2.15 -6.31  0.00
C19 2.18 -2.01 -5.04  0.03
C20 1.28 -0.96 -4.89  0.01
C21 0.71 -0.37 -6.05  0.00
C22 1.31 -0.57 -7.31  0.00
C23 2.47 -1.37 -7.42  0.00
C24 7.15 -5.19 -4.79  0.00
C25 7.14 -5.61 -6.13  0.00
C26 8.19 -6.37 -6.64  0.00
C27 9.19 -6.82 -5.77  0.00
C28 9.15 -6.51 -4.41  0.00
C29 8.15 -5.66 -3.92  0.00
C30 6.37 -3.55 -2.58  0.00
C31 5.96 -4.49 -1.60  0.00
C32 6.32 -4.27 -0.26  0.00
C33 7.06 -3.13 0.10  0.00
C34 7.46 -2.22 -0.88  0.00
C35 7.14 -2.43 -2.22  0.00
H16 5.73 -1.06 -6.73  0.00
H17 7.69 -2.22 -5.16  0.00
H18 5.72 -2.14 -8.85  0.00
H19 5.35 -2.48 -11.30  0.00
H20 3.96 -4.37 -12.03  0.00
H21 2.65 -5.69 -10.43  0.00
H22 2.88 -5.22 -8.01  0.00
H23 2.38 -2.75 -4.21  0.02
H24 1.04 -0.48 -3.90  0.01
H25 -0.24 0.18 -5.93  0.00
H26 0.91 -0.06 -8.20  0.00
H27 3.04 -1.42 -8.38  0.00
H28 6.33 -5.30 -6.78  0.00
H29 8.23 -6.58 -7.72  0.00
H30 9.99 -7.45 -6.17  0.00
H31 9.92 -6.90 -3.73  0.00
H32 8.18 -5.39 -2.87  0.00
H33 5.37 -5.37 -1.90  0.00
H34 6.04 -4.99 0.50  0.00
H35 7.30 -2.94 1.15  0.00
H36 8.03 -1.34 -0.60  0.00
H37 7.49 -1.76 -3.01  0.00
S1 0.45 -1.38 0.40  0.11
C36 -1.04 -0.55 0.72  0.01
C37 -2.27 -0.89 0.08  0.01
C38 -3.45 -0.15 0.30  0.00
C39 -3.57 0.86 1.29  0.01
C40 -2.45 1.01 2.15  0.00
C41 -1.18 0.52 1.70  0.02
H38 -2.21 -1.70 -0.64  0.00
H39 -4.34 -0.39 -0.28  0.00
H40 -4.56 1.37 1.43  0.00
H41 -2.53 1.49 3.17  0.00
H42 -0.27 0.97 2.11  0.00

Total charge   0
Spin multiplicity   5

=====

The molecule C5H8N4O in a non-equilibrium geometry. Source: OMol25; level of theory: ωB97M-V with the def2-TZVPD basis set.

Each line ends with the natural charge from an NBO analysis.
Atoms and positions in Å:
C1 2.63 0.88 -0.55  0.12
C2 -1.54 -1.41 -0.29  0.07
C3 -0.77 -0.09 -0.31  0.11
C4 -3.02 -1.24 -0.56  -0.64
C5 1.52 1.30 1.57  -0.41
N1 2.25 0.55 -1.74  -0.25
N2 1.07 0.02 -1.66  -0.09
N3 0.55 0.11 -0.49  0.06
N4 1.54 0.77 0.29  -0.19
O1 -1.14 -0.69 0.97  -0.54
H1 3.49 1.49 -0.35  0.22
H2 -1.12 -2.36 -0.43  0.19
H3 2.60 1.53 1.67  0.22
H4 -3.26 -0.16 -0.51  0.24
H5 -3.59 -2.03 0.01  0.22
H6 -3.13 -1.64 -1.60  0.21
H7 0.83 2.25 1.57  0.21
H8 1.07 0.72 2.40  0.24

Total charge   0

=====

Electronic energy? In order: -103046.40309; -8312.73290; -32234.04138; -106988.56899; -13315.78861 eV.
ΔE to the lowest compared entry with this formula, charge and spin? In order: 0.000; 1.775; 2.381; 0.000; 7.694 eV.